No. 1
The following is a quantum chemistry calculation of 10 unconnected molecules or ions with the total composition C24H66ClO25S9 in a non-equilibrium geometry, from the OMol25 dataset.

Results
Lowest unoccupied orbital energy in eV: 1.614
HOMO in eV: -6.1
HOMO-LUMO gap in eV: 7.738
Strongest force on any atom in eV Å⁻¹: 2.6
Net charge: -1
Calculated total energy in Eh: -6878.58241

Geometry (Å):
Cl 0.480 -1.149 0.263
O 1.668 -0.763 -0.455
O -0.672 -0.701 -0.487
O 0.468 -2.586 0.431
O 0.471 -0.551 1.593
O 5.683 -2.991 3.830
S 4.493 -3.689 3.453
O 4.473 -5.135 3.524
O 3.266 -3.105 4.386
C 2.075 -3.845 4.420
C 2.015 -5.022 5.384
C 3.849 -3.050 1.884
H 1.681 -4.149 3.446
H 1.302 -3.184 4.834
H 2.744 -5.775 5.070
H 1.056 -5.537 5.335
H 2.267 -4.744 6.407
H 2.968 -3.573 1.515
H 4.622 -3.061 1.121
H 3.507 -2.043 2.115
O -3.808 -1.210 5.135
S -2.499 -0.621 5.229
O -2.328 0.807 5.187
O -1.893 -1.144 6.654
C -0.582 -0.663 7.005
C -0.697 0.527 7.942
C -1.395 -1.541 4.120
H 0.019 -0.349 6.152
H -0.120 -1.524 7.485
H 0.253 1.022 8.162
H -1.137 0.324 8.918
H -1.311 1.287 7.456
H -1.371 -2.569 4.463
H -0.448 -1.014 4.106
H -1.943 -1.501 3.179
O 5.470 2.208 0.321
S 4.713 1.626 1.402
O 4.767 0.194 1.599
O 5.023 2.370 2.790
C 5.368 3.753 2.789
C 6.855 4.053 2.709
C 2.956 1.995 1.276
H 4.835 4.167 3.645
H 4.905 4.233 1.916
H 7.362 3.471 3.481
H 7.103 5.110 2.781
H 7.246 3.714 1.748
H 2.511 1.533 0.394
H 2.826 3.070 1.134
H 2.406 1.652 2.147
O -0.144 -2.556 -7.278
S 0.328 -1.460 -6.457
O -0.311 -0.176 -6.527
O 0.323 -1.885 -4.886
C 0.737 -3.185 -4.494
C 0.903 -3.146 -3.000
C 2.126 -1.340 -6.756
H 1.704 -3.454 -4.929
H -0.006 -3.946 -4.747
H 0.025 -2.818 -2.441
H 1.708 -2.450 -2.753
H 1.130 -4.118 -2.560
H 2.501 -0.626 -6.024
H 2.249 -0.970 -7.769
H 2.576 -2.315 -6.600
O -2.011 6.238 -2.822
S -0.740 6.038 -2.172
O -0.307 6.894 -1.109
O -0.680 4.513 -1.638
C 0.271 4.127 -0.657
C -0.284 2.935 0.081
C 0.584 6.066 -3.427
H 0.405 4.934 0.071
H 1.244 3.929 -1.118
H 0.425 2.641 0.856
H -0.384 2.035 -0.531
H -1.262 3.170 0.501
H 0.720 7.058 -3.845
H 0.261 5.346 -4.174
H 1.478 5.739 -2.903
O -5.955 2.836 -3.526
S -4.917 2.343 -2.650
O -5.202 1.999 -1.267
O -4.212 1.076 -3.370
C -3.458 0.218 -2.505
C -2.819 -0.861 -3.376
C -3.521 3.493 -2.551
H -3.975 -0.266 -1.678
H -2.640 0.796 -2.062
H -2.582 -0.540 -4.390
H -3.598 -1.608 -3.562
H -1.978 -1.269 -2.821
H -3.001 3.605 -3.500
H -2.986 3.235 -1.647
H -3.977 4.481 -2.453
C -2.381 -3.615 -1.180
S -3.991 -4.466 -1.021
O -5.007 -3.348 -1.188
C -3.914 -5.362 -2.569
H -2.395 -2.761 -0.507
H -2.391 -3.280 -2.216
H -1.484 -4.191 -0.958
H -3.984 -4.696 -3.428
H -4.714 -6.098 -2.562
H -2.951 -5.877 -2.564
C -3.069 1.167 1.518
S -4.518 0.380 2.295
O -5.514 1.487 2.445
C -5.152 -0.611 0.921
H -3.460 1.668 0.627
H -2.252 0.491 1.261
H -2.679 1.967 2.146
H -5.398 0.009 0.061
H -5.942 -1.231 1.334
H -4.353 -1.290 0.605
C -0.173 1.153 -3.507
S 1.309 1.976 -4.109
O 1.536 3.297 -3.373
C 2.417 0.903 -3.106
H -0.317 0.148 -3.881
H -0.980 1.840 -3.782
H -0.272 1.086 -2.418
H 2.199 1.236 -2.096
H 3.441 1.076 -3.427
H 2.138 -0.141 -3.249

=====

No. 2
The following is a quantum chemistry calculation of a molecular structure, C24H66F6N6NaO6P in a non-equilibrium geometry, from the OMol25 dataset.

Results
Spin multiplicity: 2
Lowest unoccupied orbital energy (spin up / spin down) in eV: -2.679 / -8.145
HOMO (spin up / spin down) in eV: -10.1 / -10.1
HOMO-LUMO gap (spin up / spin down) in eV: 7.467 / 1.928
⟨S²⟩: 0.75
Strongest force on any atom in eV Å⁻¹: 6.3
Net charge: +1
Calculated total energy in Eh: -2836.55550

Geometry (Å):
Na -0.136 2.695 0.691
P -1.142 0.043 -0.576
F -0.397 1.157 -1.546
F -0.044 0.355 0.580
F -2.197 1.144 -0.099
F -1.690 -1.152 0.416
F -2.236 -0.329 -1.725
F -0.108 -0.967 -1.229
C -4.445 4.047 2.350
C -5.021 4.555 0.959
C -4.826 6.087 0.582
O -5.650 6.757 1.504
C -5.674 8.173 1.332
N -4.412 3.687 -0.033
H -4.793 4.614 3.213
H -3.372 3.856 2.362
H -4.757 3.060 2.692
H -6.070 4.257 0.972
H -5.121 6.251 -0.455
H -3.793 6.393 0.749
H -5.902 8.441 0.301
H -4.760 8.702 1.603
H -6.320 8.661 2.062
H -4.713 3.867 -0.981
H -4.556 2.700 0.125
C 3.297 -0.982 3.468
C 4.109 -0.057 2.492
C 5.455 -0.583 2.103
O 6.214 -0.851 3.255
C 7.014 -2.029 3.374
N 3.189 0.071 1.345
H 2.935 -1.879 2.965
H 2.533 -0.470 4.053
H 3.959 -1.328 4.261
H 4.276 0.891 3.004
H 5.916 0.085 1.375
H 5.346 -1.553 1.619
H 7.630 -2.115 4.269
H 7.642 -2.165 2.494
H 6.333 -2.879 3.332
H 2.438 0.733 1.476
H 2.732 -0.828 1.307
C 2.245 -0.479 -3.973
C 2.571 0.950 -3.302
C 1.626 2.085 -3.892
O 1.915 3.556 -3.453
C 1.023 4.442 -3.850
N 2.406 0.843 -1.829
H 2.815 -1.327 -3.592
H 2.499 -0.428 -5.032
H 1.189 -0.733 -3.881
H 3.630 1.073 -3.529
H 0.646 1.732 -3.571
H 1.625 1.995 -4.978
H -0.026 4.150 -3.818
H 1.108 4.936 -4.818
H 1.039 5.293 -3.169
H 2.327 1.734 -1.361
H 1.474 0.457 -1.773
C -0.073 -4.042 0.927
C 1.329 -3.632 1.258
C 2.340 -4.623 0.608
O 2.051 -5.774 1.425
C 2.628 -6.918 0.778
N 1.503 -2.294 0.799
H -0.933 -3.433 1.207
H -0.238 -5.062 1.274
H -0.215 -4.075 -0.153
H 1.469 -3.721 2.335
H 3.389 -4.329 0.651
H 2.123 -4.896 -0.425
H 2.346 -7.726 1.452
H 3.706 -6.918 0.939
H 2.391 -7.179 -0.254
H 1.541 -2.157 -0.201
H 0.784 -1.624 1.032
C -1.746 2.963 5.139
C -0.622 2.619 4.245
C -0.793 1.229 3.575
O -0.793 0.185 4.510
C -0.770 -1.165 4.063
N -0.613 3.654 3.170
H -2.637 2.514 4.700
H -1.938 4.021 5.313
H -1.628 2.565 6.147
H 0.319 2.615 4.794
H 0.127 1.136 2.999
H -1.628 1.196 2.876
H -1.563 -1.666 4.619
H 0.189 -1.675 4.152
H -1.051 -1.253 3.013
H -0.979 4.505 3.572
H 0.355 3.817 2.932
C -2.400 -3.478 -2.973
C -1.553 -3.068 -4.094
C -1.790 -4.032 -5.259
O -1.028 -3.672 -6.370
C -1.185 -4.588 -7.480
N -1.893 -1.750 -4.498
H -2.469 -2.712 -2.201
H -1.953 -4.453 -2.778
H -3.440 -3.530 -3.293
H -0.502 -3.093 -3.804
H -2.840 -3.983 -5.546
H -1.733 -5.103 -5.061
H -1.012 -3.977 -8.366
H -2.202 -4.973 -7.547
H -0.326 -5.256 -7.414
H -1.276 -1.491 -5.254
H -1.762 -1.089 -3.746